(1)
DFT (ωB97M-V/def2-TZVPD) results for a molecular structure, C49H46CoGeN2O2P2S in a non-equilibrium geometry.

As for the HOMO energy (alpha / beta): -6.745 / -7.044 eV. The gap between HOMO and LUMO (alpha / beta) is 7.1 / 7.4 eV. The value obtained for the LUMO energy (alpha / beta) is 0.3 / 0.4 eV. The spin multiplicity is 2.

Last column: Mulliken spin population.
Positions of all 104 atoms, in Å:
Co: -0.502 0.606 0.414  1.107
O: -1.894 -1.308 2.946  0.008
S: -0.985 -1.244 1.782  0.008
C: -1.353 -2.659 0.733  0.007
C: -2.306 -3.553 1.180  0.002
C: -2.627 -4.645 0.383  -0.001
C: -1.991 -4.821 -0.837  0.002
C: -1.048 -3.900 -1.278  -0.004
C: -0.737 -2.786 -0.509  0.008
P: 0.466 -1.492 -1.018  0.001
C: -0.013 -0.883 -2.667  0.003
C: -1.142 -1.256 -3.383  -0.002
C: -1.412 -0.675 -4.616  0.000
C: -0.555 0.279 -5.143  0.000
C: 0.573 0.664 -4.428  0.000
C: 0.834 0.094 -3.193  0.001
C: 1.873 -2.614 -1.477  -0.006
C: 2.597 -3.212 -0.442  0.002
C: 3.642 -4.082 -0.709  0.000
C: 3.991 -4.367 -2.023  0.000
C: 3.287 -3.773 -3.059  0.000
C: 2.238 -2.902 -2.790  -0.001
C: 0.613 -1.783 2.437  0.014
C: 0.687 -3.023 3.060  -0.002
C: 1.864 -3.403 3.679  0.001
C: 2.955 -2.538 3.686  0.000
C: 2.866 -1.297 3.080  -0.009
C: 1.686 -0.897 2.450  0.008
P: 1.494 0.731 1.628  0.008
C: 3.204 1.016 1.028  -0.004
C: 3.744 0.081 0.143  0.006
C: 5.003 0.266 -0.402  -0.005
C: 5.741 1.399 -0.079  0.006
C: 5.210 2.336 0.792  -0.004
C: 3.948 2.148 1.345  0.009
C: 1.357 1.893 3.033  -0.004
C: 1.097 3.228 2.715  0.001
C: 0.930 4.172 3.713  0.000
C: 0.992 3.789 5.047  0.001
C: 1.223 2.462 5.372  0.000
C: 1.410 1.517 4.371  0.003
H: -2.778 -3.380 2.139  0.000
H: -3.371 -5.356 0.716  0.000
H: -2.234 -5.676 -1.455  0.000
H: -0.551 -4.050 -2.229  0.000
H: -1.837 -1.974 -2.968  0.000
H: -2.306 -0.959 -5.155  0.000
H: -0.772 0.730 -6.103  0.000
H: 1.242 1.416 -4.827  0.000
H: 1.702 0.415 -2.624  -0.001
H: 2.341 -2.998 0.588  -0.002
H: 4.184 -4.535 0.111  0.000
H: 4.806 -5.047 -2.236  0.000
H: 3.551 -3.987 -4.087  0.000
H: 1.706 -2.449 -3.616  0.000
H: -0.173 -3.682 3.048  0.000
H: 1.934 -4.372 4.155  0.000
H: 3.876 -2.835 4.171  0.000
H: 3.717 -0.627 3.091  0.001
H: 3.178 -0.802 -0.118  0.004
H: 5.409 -0.476 -1.079  0.000
H: 6.726 1.545 -0.503  0.001
H: 5.780 3.219 1.052  0.000
H: 3.553 2.886 2.032  0.001
H: 0.997 3.521 1.675  0.000
H: 0.728 5.203 3.452  0.000
H: 0.845 4.522 5.830  0.000
H: 1.257 2.157 6.410  0.000
H: 1.576 0.482 4.640  0.000
O: -1.783 -0.254 -0.916  0.006
C: -2.447 0.294 -1.886  -0.011
C: -3.631 -0.322 -2.355  0.004
C: -4.382 0.221 -3.371  0.000
C: -3.989 1.411 -3.988  0.002
C: -2.820 2.012 -3.575  -0.002
C: -2.026 1.469 -2.557  0.002
C: -0.751 2.094 -2.232  -0.015
N: 0.002 1.923 -1.153  0.035
C: 1.121 2.708 -1.319  -0.004
C: 1.056 3.358 -2.508  -0.003
N: -0.134 2.966 -3.072  0.004
H: -3.937 -1.237 -1.862  -0.001
H: -5.297 -0.271 -3.682  0.000
H: -4.593 1.859 -4.766  0.000
H: -2.520 2.942 -4.048  0.000
H: 1.909 2.738 -0.586  0.003
H: 1.728 4.044 -2.989  0.000
H: -0.463 3.210 -3.988  -0.002
C: -3.962 3.539 2.617  -0.013
Ge: -3.590 1.863 1.639  0.005
C: -4.463 0.421 2.635  0.000
C: -4.547 2.018 -0.065  -0.001
C: -1.642 1.833 1.519  -0.187
H: -5.032 3.632 2.813  -0.002
H: -3.644 4.398 2.024  0.001
H: -3.431 3.564 3.569  0.000
H: -5.465 0.753 2.915  0.000
H: -3.909 0.151 3.532  0.000
H: -4.551 -0.473 2.016  0.000
H: -5.524 2.469 0.120  0.000
H: -4.702 1.036 -0.509  0.000
H: -4.011 2.634 -0.789  0.000
H: -1.270 1.695 2.541  0.009
H: -1.350 2.839 1.198  -0.004


(2)
DFT (ωB97M-V/def2-TZVPD) results for a molecular structure, C49H46FeN3OP2S4Se.

As for the HOMO energy (alpha / beta): -11.635 / -11.644 eV. The gap between HOMO and LUMO (alpha / beta) is 6.9 / 1.9 eV. The value obtained for the energy above the lowest of the compared OMol25 structures with the same formula, charge and spin is 0.0 kcal per mole. The value obtained for the LUMO energy (alpha / beta) is -4.7 / -9.7 eV. The charge is +2. The spin multiplicity is 6.

Last column: Mulliken spin population.
Positions of all 107 atoms, in Å:
Fe: -0.838 1.439 0.021  3.662
C: 2.315 -5.298 -3.342  -0.038
S: 3.526 -5.061 -2.075  0.882
C: 2.584 -4.403 -0.725  -0.013
C: 2.085 -2.985 -1.082  0.066
C: 1.367 -2.377 0.129  0.013
N: 0.725 -1.105 -0.200  0.017
P: -0.991 -1.039 -0.395  -0.064
C: -1.283 -2.345 -1.622  0.009
C: -1.483 -3.682 -1.279  -0.001
C: -1.546 -4.652 -2.271  0.002
C: -1.428 -4.291 -3.607  0.002
C: -1.269 -2.955 -3.958  -0.001
C: -1.202 -1.986 -2.968  0.005
C: -1.675 -1.719 1.145  0.031
C: -3.047 -1.959 1.201  -0.001
C: -3.635 -2.368 2.386  0.000
C: -2.860 -2.540 3.527  0.002
C: -1.498 -2.285 3.483  0.001
C: -0.910 -1.865 2.298  -0.009
P: 1.454 0.440 -0.451  -0.060
C: 2.593 0.764 0.928  0.026
C: 2.455 1.986 1.587  -0.002
C: 3.290 2.316 2.650  -0.001
C: 4.264 1.424 3.066  0.000
C: 4.435 0.215 2.396  0.000
C: 3.616 -0.102 1.325  0.006
C: 2.579 0.230 -1.862  0.013
C: 3.859 0.780 -1.868  0.006
C: 4.669 0.653 -2.989  -0.002
C: 4.204 -0.010 -4.113  0.005
C: 2.913 -0.527 -4.129  -0.007
C: 2.102 -0.394 -3.016  0.004
H: 2.760 -5.913 -4.121  0.001
H: 2.054 -4.317 -3.754  0.059
H: 1.419 -5.760 -2.925  0.031
H: 3.251 -4.402 0.138  -0.010
H: 1.746 -5.079 -0.532  0.021
H: 1.371 -3.050 -1.905  0.008
H: 2.917 -2.356 -1.402  -0.036
H: 2.041 -2.276 0.983  -0.003
H: 0.583 -3.074 0.435  0.005
H: -1.607 -3.964 -0.240  0.000
H: -1.713 -5.687 -2.001  0.000
H: -1.497 -5.046 -4.379  0.000
H: -1.222 -2.666 -5.000  0.000
H: -1.115 -0.939 -3.242  0.001
H: -3.666 -1.821 0.321  -0.001
H: -4.701 -2.550 2.421  0.000
H: -3.321 -2.876 4.446  0.000
H: -0.891 -2.410 4.373  0.000
H: 0.146 -1.626 2.288  -0.007
H: 1.709 2.702 1.255  0.011
H: 3.178 3.272 3.142  0.000
H: 4.913 1.679 3.894  0.000
H: 5.229 -0.458 2.691  0.000
H: 3.809 -1.011 0.768  -0.001
H: 4.232 1.309 -1.000  0.001
H: 5.662 1.083 -2.984  0.000
H: 4.838 -0.106 -4.985  0.000
H: 2.536 -1.015 -5.019  0.000
H: 1.090 -0.780 -3.045  0.008
C: -2.818 1.007 5.193  -0.004
N: -1.453 0.672 4.824  0.003
C: -0.841 0.962 3.662  0.013
Se: -1.617 1.928 2.280  0.045
N: 0.409 0.469 3.722  -0.001
C: 0.621 -0.154 4.943  -0.001
C: 1.715 -0.818 5.475  0.000
C: 1.560 -1.349 6.745  0.001
C: 0.358 -1.220 7.453  0.000
C: -0.730 -0.551 6.920  0.001
C: -0.569 -0.021 5.648  0.003
H: -3.324 1.421 4.326  0.002
H: -2.812 1.739 5.999  0.000
H: -3.329 0.102 5.518  0.000
H: 1.080 0.597 2.980  0.005
H: 2.644 -0.916 4.929  0.000
H: 2.386 -1.873 7.204  0.000
H: 0.280 -1.655 8.439  0.000
H: -1.652 -0.441 7.473  0.000
O: -1.522 2.658 -1.013  0.283
C: -2.009 3.559 -1.958  -0.107
C: -2.663 2.745 -3.066  0.035
C: -2.575 2.885 -4.416  0.000
C: -3.320 1.900 -5.126  0.000
C: -3.945 1.024 -4.296  0.002
S: -3.642 1.389 -2.649  -0.001
C: -0.846 4.350 -2.529  0.036
C: 0.460 3.959 -2.570  -0.007
C: 1.302 4.918 -3.194  0.000
C: 0.611 6.016 -3.609  0.000
S: -1.052 5.895 -3.236  0.002
C: -3.014 4.468 -1.285  0.033
C: -4.316 4.698 -1.614  0.003
C: -4.946 5.629 -0.741  -0.001
C: -4.105 6.078 0.228  0.001
S: -2.546 5.387 0.090  -0.001
H: -2.007 3.670 -4.892  0.000
H: -3.383 1.853 -6.203  0.000
H: -4.576 0.192 -4.562  0.000
H: 0.799 3.013 -2.172  0.008
H: 2.365 4.794 -3.339  0.000
H: 0.991 6.893 -4.106  0.000
H: -4.801 4.239 -2.462  0.000
H: -5.975 5.938 -0.830  0.000
H: -4.313 6.790 1.009  0.000


Number 1: total energy -182190.3383 eV. Number 2: total energy -219716.8439 eV.